[1]
The following is a quantum chemistry calculation of the molecule C7H9IO in a non-equilibrium geometry, from the OMol25 dataset.

Last column: Mulliken charge in e.
Geometry (Å):
C  0.257  0.256  0.620  -0.66
C  0.805  0.273  -0.592  0.85
C  -0.963  -0.557  0.626  0.95
C  -1.764  -0.662  1.712  -1.19
C  0.178  -0.708  -1.547  -0.73
C  -1.190  -1.003  -0.839  -0.98
C  2.103  0.890  -0.839  -1.18
O  -0.261  2.585  2.781  -0.66
I  0.887  1.274  2.382  0.64
H  -2.572  -1.257  1.790  0.36
H  -1.603  -0.075  2.674  0.14
H  -0.095  -0.278  -2.494  0.32
H  0.703  -1.563  -1.553  0.38
H  -1.643  -1.913  -0.815  0.54
H  -2.017  -0.451  -1.257  0.29
H  2.644  1.154  0.188  0.30
H  1.850  1.766  -1.504  0.25
H  2.681  0.269  -1.332  0.39

The energy above the lowest of the compared OMol25 structures with the same formula, charge and spin comes out at 519.8 kJ/mol. The calculation puts the HOMO energy at -8.46 eV. The spin multiplicity is 1. The frontier orbital gap comes out at 8.65 eV. As for the total charge: 0.


[2]
The following is a quantum chemistry calculation of the molecule C21H26N2O7S2, from the OMol25 dataset.

Last column: Mulliken charge in e.
Geometry (Å):
C  7.421  -2.149  0.662  -1.84
C  6.138  -1.318  0.591  1.57
C  4.910  -2.197  0.858  -1.66
C  6.200  -0.191  1.644  -1.11
O  7.321  0.626  1.534  -0.57
N  6.062  -0.736  -0.745  -0.31
S  5.433  0.701  -1.228  1.31
O  5.421  0.633  -2.657  -0.74
O  6.134  1.785  -0.597  -0.80
C  3.726  0.755  -0.664  0.22
C  3.327  1.749  0.208  -0.59
C  2.005  1.824  0.639  -0.48
C  1.110  0.881  0.172  0.34
C  1.530  -0.125  -0.721  0.05
C  2.838  -0.193  -1.153  -0.43
C  0.375  -1.003  -1.062  -0.53
O  0.369  -1.967  -1.784  -0.60
C  -0.766  -0.418  -0.301  -0.09
C  -2.083  -0.825  -0.248  -0.20
C  -2.949  -0.087  0.546  -0.01
S  -4.682  -0.532  0.618  1.57
O  -4.813  -1.933  0.303  -0.81
O  -5.234  -0.065  1.852  -0.70
N  -5.239  0.396  -0.653  -0.31
C  -6.658  0.789  -0.702  1.52
C  -6.962  1.225  -2.136  -1.81
C  -6.870  1.941  0.275  -1.72
C  -7.553  -0.418  -0.329  -1.18
O  -7.243  -1.563  -1.080  -0.60
C  -2.527  1.014  1.266  -0.75
C  -1.197  1.422  1.217  -0.74
C  -0.320  0.701  0.428  0.30
H  8.279  -1.492  0.548  0.40
H  7.437  -2.896  -0.127  0.47
H  7.489  -2.648  1.624  0.40
H  3.997  -1.604  0.851  0.31
H  4.828  -2.970  0.096  0.40
H  4.999  -2.680  1.827  0.45
H  5.269  0.393  1.591  0.33
H  6.257  -0.657  2.633  0.52
H  7.198  1.196  0.754  0.48
H  6.011  -1.413  -1.488  0.39
H  4.064  2.466  0.536  0.59
H  1.696  2.604  1.318  0.52
H  3.166  -0.944  -1.854  0.51
H  -2.437  -1.692  -0.784  0.62
H  -4.975  -0.076  -1.507  0.41
H  -6.226  1.950  -2.475  0.41
H  -6.946  0.359  -2.795  0.46
H  -7.949  1.676  -2.182  0.42
H  -6.580  1.635  1.276  0.39
H  -7.916  2.234  0.281  0.41
H  -6.263  2.791  -0.024  0.38
H  -7.456  -0.612  0.745  0.43
H  -8.595  -0.174  -0.553  0.53
H  -6.455  -1.981  -0.698  0.45
H  -3.252  1.534  1.871  0.53
H  -0.866  2.278  1.784  0.49

The energy above the lowest of the compared OMol25 structures with the same formula, charge and spin comes out at 0.0 kJ/mol. The calculation puts the HOMO energy at -9.52 eV. The spin multiplicity is 1. The frontier orbital gap comes out at 8.06 eV. As for the SMILES: CC(C)(CO)NS(=O)(=O)c1ccc2c(c1)C(=O)c1cc(S(=O)(=O)NC(C)(C)CO)ccc1-2. As for the total charge: 0.


[3]
The following is a quantum chemistry calculation of a cluster of 2 separate species, Br2FOP in total, from the OMol25 dataset.

Last column: Mulliken charge in e.
Geometry (Å):
O  0.526  -1.812  -0.697  -0.33
P  1.598  -0.849  -0.862  0.48
Br  2.109  -0.149  1.189  -0.15
F  -1.830  2.037  -0.379  -0.27
Br  -2.402  0.774  0.748  0.27

The energy above the lowest of the compared OMol25 structures with the same formula, charge and spin comes out at 34.4 kJ/mol. The calculation puts the HOMO energy at -10.63 eV. The spin multiplicity is 1. The frontier orbital gap comes out at 9.19 eV. As for the SMILES: O=PBr.FBr. As for the total charge: 0.


[4]
The following is a quantum chemistry calculation of a structure of composition C14H10AsCl5N4S5Tc, from the OMol25 dataset.

Last column: Mulliken charge in e.
Geometry (Å):
Tc  -0.321  -0.222  0.794  -0.37
C  1.383  -2.567  -2.531  -1.75
C  1.124  -1.657  -1.381  0.84
N  -0.047  -1.371  -0.940  0.60
N  -1.152  -2.002  -1.489  -0.68
C  -2.111  -2.326  -0.618  0.54
N  -3.201  -2.938  -1.008  -0.33
S  -1.862  -1.939  1.066  -0.20
C  2.179  -1.012  -0.575  0.50
C  3.512  -1.068  -0.879  -0.68
C  4.428  -0.374  -0.083  -0.53
C  3.965  0.348  0.994  -0.92
C  2.607  0.342  1.271  0.18
N  1.717  -0.322  0.514  -0.01
H  0.884  -2.208  -3.435  0.45
H  1.011  -3.570  -2.302  0.43
H  2.439  -2.650  -2.763  0.42
H  -1.161  -2.257  -2.469  0.26
H  -3.368  -3.211  -1.968  0.23
H  -3.907  -3.197  -0.331  0.24
H  3.856  -1.631  -1.735  0.34
H  5.485  -0.406  -0.316  0.49
H  4.635  0.910  1.628  0.45
H  2.224  0.892  2.117  0.43
Cl  -3.162  1.102  1.513  -0.13
C  -2.355  1.819  0.155  0.81
C  -1.126  1.291  -0.290  0.09
C  -0.534  1.926  -1.404  0.88
Cl  0.989  1.412  -2.055  -0.12
C  -1.123  3.031  -2.010  -0.27
Cl  -0.377  3.800  -3.334  -0.12
C  -2.346  3.523  -1.534  0.57
Cl  -3.057  4.877  -2.255  -0.09
C  -2.979  2.897  -0.457  -0.36
Cl  -4.487  3.462  0.097  -0.13
S  -0.515  2.553  8.386  0.07
As  -1.046  2.448  6.516  0.54
S  -0.214  0.722  2.927  0.13
S  -1.251  -0.360  4.166  0.29
S  -0.735  -0.066  6.022  -0.09

The energy above the lowest of the compared OMol25 structures with the same formula, charge and spin comes out at 61.2 kJ/mol. The calculation puts the HOMO energy at -16.30 eV. The spin multiplicity is 1. The frontier orbital gap comes out at 4.42 eV. As for the total charge: +3.


no.,electronic energy (hartree)
1,-644.86107
2,-2248.39375
3,-5664.45630
4,-7366.00146